1.
{
  "formula": "C4HF3",
  "method": "ωB97M-V/def2-TZVPD",
  "symbols": ["C", "C", "C", "C", "F", "F", "F", "H"],
  "positions_angstrom": [[-2.103683, 1.351260, -0.963034], [-1.575615, 0.372242, -0.361088], [-0.500371, 0.191482, 0.493987], [0.834941, -0.416688, -0.051599], [1.813365, 0.532864, -0.273404], [1.392735, -1.329495, 0.730080], [0.555465, -1.032873, -1.156050], [-0.416836, 0.331208, 1.581107]],
  "atomic_forces_ev_per_a": [[-0.75, 0.71, -0.77], [3.31, -0.64, 3.19], [-0.50, -0.47, -1.43], [0.16, 1.14, -0.03], [-1.37, -0.61, 0.23], [-0.13, 0.00, 1.15], [0.00, -0.40, -1.91], [-0.72, 0.27, -0.42]],
  "lowdin_charge": [0.1430, -0.1837, 0.1032, -0.6417, 0.1166, 0.1567, 0.1744, 0.1315],
  "charge": 0,
  "de_lowest_ev": 0.177,
  "energy_ev": -12311.25326,
  "lumo_ev": -2.324,
  "gap_ha": 0.3184,
  "e_homo_ev": -11.0,
  "molar_mass_g_mol": 106.0
}

---

2.
{
  "formula": "CH2N4O2",
  "method": "ωB97M-V/def2-TZVPD",
  "symbols": ["C", "N", "N", "N", "N", "O", "O", "H", "H"],
  "positions_angstrom": [[1.662986, -0.525704, -2.013782], [2.650526, -0.361708, -2.543494], [0.255411, 0.140864, -0.041603], [0.383867, -0.635984, -1.157939], [0.157403, -1.973747, -0.882657], [0.648181, -2.781779, -1.639380], [-0.533145, -2.242439, 0.084231], [-0.508204, 0.801614, -0.155424], [-0.093008, -0.423902, 0.687923]],
  "atomic_forces_ev_per_a": [[-4.73, -0.40, 3.99], [1.43, 0.33, -1.10], [0.29, 2.48, -0.01], [2.92, 0.00, -2.92], [-0.23, -2.33, -0.23], [-0.10, 0.51, 0.02], [0.16, 0.52, -0.30], [0.14, 0.13, -0.61], [0.12, -1.24, 1.16]],
  "lowdin_charge": [-0.1305, 0.1685, 0.0822, -0.0653, -0.4098, 0.0965, 0.0823, 0.1089, 0.0673],
  "charge": 0,
  "de_lowest_ev": 4.868,
  "energy_ev": -11118.75260,
  "smiles": "N#CN(N)[N+](=O)[O-]",
  "lumo_ev": -0.352,
  "gap_ha": 0.3920,
  "e_homo_ev": -11.0,
  "molar_mass_g_mol": 102.1
}

---

3.
{
  "formula": "C3H4GdO4",
  "method": "ωB97M-V/def2-TZVPD",
  "symbols": ["O", "O", "C", "C", "O", "C", "H", "H", "H", "H", "O", "Gd"],
  "positions_angstrom": [[0.106460, 0.257430, -2.322163], [-1.106405, 0.583037, -0.299036], [-0.758768, 0.540964, 1.055806], [0.764983, 0.280697, 1.070137], [1.139525, 0.294264, -0.289066], [0.029556, -0.167724, -1.067884], [-1.015215, 1.499115, 1.535946], [-1.281327, -0.283482, 1.575202], [0.989197, -0.701541, 1.518111], [1.322454, 1.064049, 1.601291], [-0.111976, -1.502047, -0.984377], [-0.078480, -1.864757, -3.393970]],
  "atomic_forces_ev_per_a": [[-0.25, -1.36, -1.92], [0.79, -1.04, -1.25], [-0.05, -0.20, 0.10], [0.08, -0.16, 0.04], [0.13, -0.11, -0.33], [-0.46, 1.13, 1.62], [0.00, -0.28, -0.17], [0.06, 0.31, -0.06], [-0.02, 0.27, -0.04], [-0.06, -0.23, -0.20], [-0.38, -1.31, -1.94], [0.16, 2.97, 4.15]],
  "mulliken_spin": [0.0864, 0.0398, -0.0049, -0.0070, 0.0443, -0.5186, 0.0004, -0.0003, -0.0006, 0.0006, 0.0622, 8.2977],
  "charge": 0,
  "de_lowest_ev": 0.000,
  "energy_ev": -32198.65156,
  "lumo_ev": [-0.787, -1.975],
  "gap_ha": [0.2629, 0.2199],
  "spin_multiplicity": 9,
  "s_squared": 20.04,
  "e_homo_ev": [-7.9, -8.0],
  "molar_mass_g_mol": 261.3
}

---

4.
{
  "formula": "C5H8O2",
  "method": "ωB97M-V/def2-TZVPD",
  "symbols": ["O", "C", "C", "C", "C", "C", "O", "H", "H", "H", "H", "H", "H", "H", "H"],
  "positions_angstrom": [[2.223499, -0.053431, 1.065566], [1.534684, -0.353490, -0.407851], [0.184853, 0.026865, -0.063510], [-0.776771, 1.112125, -0.552770], [-1.950670, 0.203202, -0.082546], [-0.911261, -0.897626, 0.197582], [-0.984666, -2.076317, 0.484155], [2.372213, -0.902573, 1.521516], [1.721788, -1.418650, -0.558759], [2.120624, 0.288573, -1.061111], [1.121702, 0.220943, 1.194904], [-0.716639, 2.088511, -0.062160], [-0.776800, 1.268463, -1.637445], [-2.685426, -0.059606, -0.848013], [-2.477129, 0.553015, 0.810442]],
  "atomic_forces_ev_per_a": [[-0.04, -0.14, 0.20], [-0.03, 0.00, -0.07], [0.06, -0.13, -0.14], [0.02, 0.22, -0.08], [-0.20, -0.05, 0.00], [0.00, -0.18, 0.10], [0.01, 0.34, -0.09], [0.02, 0.15, -0.07], [-0.04, 0.15, 0.03], [-0.11, -0.08, 0.05], [0.15, -0.06, 0.02], [0.01, -0.14, -0.06], [-0.02, -0.03, 0.13], [0.08, 0.02, 0.08], [0.09, -0.06, -0.10]],
  "lowdin_charge": [-0.0172, -0.0268, -0.2868, -0.1430, -0.0852, -0.4310, 0.0443, 0.1185, 0.1203, 0.1172, 0.1712, 0.0955, 0.1021, 0.1104, 0.1105],
  "charge": 0,
  "de_lowest_ev": 3.783,
  "energy_ev": -9406.04919,
  "lumo_ev": 0.505,
  "gap_ha": 0.3244,
  "e_homo_ev": -8.3,
  "molar_mass_g_mol": 100.1
}